C19H24N5O2RhS | ωB97M-V/def2-TZVPD

Each line ends with the Löwdin charge.
Geometry (Å):
N1 -1.590 -1.632 0.104  0.029
N2 0.056 -0.132 -1.606  -0.370
C1 0.681 2.533 2.544  -0.040
H1 -4.319 -3.054 -1.950  0.105
H2 -3.415 -4.196 -0.978  0.106
C2 -1.064 2.914 -4.560  -0.049
H3 3.087 -3.797 3.526  0.118
H4 -0.924 5.024 -5.104  0.128
C3 -0.622 4.667 -2.961  -0.018
H5 0.305 2.510 3.578  0.126
H6 -1.149 1.764 1.690  0.117
C4 -0.907 4.270 -4.302  -0.029
H7 3.346 3.446 0.685  0.112
C5 -1.085 1.966 -3.519  -0.075
H8 -0.533 4.039 -0.886  0.111
H9 4.621 -2.280 2.499  0.117
O1 3.134 -0.987 -0.719  -0.007
C6 -0.613 3.723 -1.908  -0.065
H10 0.956 0.253 -1.949  0.026
C7 2.815 -2.130 1.262  -0.267
C8 -0.100 2.030 1.526  -0.112
C9 2.392 3.044 0.951  -0.022
C10 -0.780 2.378 -2.238  -0.428
N3 -3.923 -2.504 0.124  -0.165
H11 -1.240 0.933 -3.744  0.101
C11 1.879 -2.673 2.152  -0.196
S1 -0.720 1.198 -0.941  1.069
H12 -4.485 -2.207 2.130  0.105
H13 -5.842 -2.712 0.981  0.124
H14 2.703 3.298 3.044  0.119
H15 -5.090 -0.970 1.020  0.106
H16 1.237 -4.045 3.509  0.087
H17 4.752 -1.373 0.965  0.094
C12 0.359 1.927 0.222  -0.494
Rh1 0.349 -1.386 0.083  1.261
H18 2.033 2.393 -1.049  0.118
C13 2.065 -3.368 3.433  0.029
H19 1.897 -2.716 4.285  0.115
H20 -1.146 2.543 -5.596  0.128
C14 4.280 -2.249 1.430  0.009
N4 0.617 -2.578 1.605  -0.270
N5 2.250 -1.602 0.185  -0.179
H21 -0.223 5.646 -2.792  0.109
C15 1.603 2.430 -0.072  -0.061
H22 4.687 -3.125 0.965  0.100
C16 1.987 3.038 2.282  -0.014
O2 -0.342 -3.249 2.073  0.034
H23 3.104 -1.471 -1.553  0.125
C17 -4.266 -3.485 -0.932  -0.001
H24 -5.212 -3.993 -0.762  0.098
C18 -4.911 -2.070 1.109  -0.019
C19 -2.693 -1.980 0.161  -0.146

- Energy relative to the best compared isomer or geometry (same formula, charge and spin): 0.000 eV
- Spin multiplicity: 5
- Total charge: +2
- <S²>: 6.022
- Energy: -45457.777 eV
- HOMO level (spin up / spin down): -13.28 / -14.61 eV

---

C19H24N8O2Re | ωB97M-V/def2-TZVPD

Each line ends with the Löwdin charge.
Geometry (Å):
C1 1.159 4.283 -1.712  0.010
H1 0.784 0.788 2.699  0.099
C2 2.011 3.318 -1.215  0.033
H2 -0.920 4.744 -2.041  0.128
C3 -2.101 -2.759 0.468  -0.477
N1 -3.141 -3.363 -0.118  0.229
C4 2.415 1.104 -0.155  -0.204
H3 -1.168 -1.054 -3.680  0.130
N2 0.362 -2.925 -2.665  0.257
H4 -2.774 0.084 2.774  0.123
H5 -0.819 2.407 3.048  0.127
N3 -0.172 0.487 2.529  -0.041
N4 0.472 -2.421 2.578  0.152
C5 0.046 -1.803 -2.045  -0.475
H6 -2.526 -0.668 -1.718  0.064
H7 3.072 3.496 -1.222  0.121
C6 3.989 -0.784 1.052  0.013
H8 1.544 5.195 -2.139  0.134
N5 0.174 1.907 -0.596  -0.041
C7 -0.641 2.860 -1.082  -0.131
H9 0.812 -3.690 -2.174  0.109
C8 -0.515 -4.596 -0.007  -0.226
H10 -0.242 -0.465 2.897  0.057
C9 -0.936 -3.545 0.795  -0.215
C10 2.605 -0.767 1.170  -0.094
H11 -3.176 -4.366 -0.229  0.136
C11 -1.114 1.369 3.219  -0.207
H12 0.138 -3.074 -3.636  0.142
H13 -3.971 -2.834 -0.342  0.131
H14 2.085 -1.505 1.768  0.071
H15 4.248 1.876 -0.992  0.118
C12 1.505 2.131 -0.677  -0.169
H16 -1.704 2.668 -1.034  0.097
N6 -2.382 1.362 1.153  -0.059
H17 -3.238 1.779 3.062  0.139
N7 -0.114 -5.343 -0.787  0.167
H18 -2.277 2.371 1.020  0.106
H19 -1.973 0.904 -2.255  0.056
H20 -1.149 1.191 4.298  0.140
C13 4.590 0.177 0.254  0.000
H21 5.661 0.188 0.117  0.131
H22 -3.274 1.106 0.722  0.127
H23 4.570 -1.526 1.575  0.129
C14 -0.113 -2.989 1.761  -0.196
C15 -1.641 -0.034 -1.809  -0.239
Re1 -0.763 0.102 0.208  1.692
C16 -0.205 4.037 -1.653  -0.003
O1 -2.127 -1.520 0.702  -0.165
C17 -0.659 -0.701 -2.782  -0.143
C18 -2.487 1.124 2.610  -0.200
H24 0.108 0.015 -3.095  0.130
O2 0.321 -1.619 -0.838  -0.089
N8 1.852 0.144 0.583  0.049
C19 3.795 1.131 -0.361  0.027

- Energy relative to the best compared isomer or geometry (same formula, charge and spin): 2.189 eV
- Spin multiplicity: 2
- Total charge: +2
- <S²>: 0.758
- Energy: -38224.559 eV
- HOMO level (spin up / spin down): -13.31 / -13.30 eV

---

C19H24O3 | ωB97M-V/def2-TZVPD

Each line ends with the Löwdin charge.
Geometry (Å):
C1 1.819 -3.500 0.010  -0.377
H1 -1.737 0.494 -3.246  0.097
H2 0.529 -1.782 -4.368  0.093
H3 3.812 -3.869 -0.654  0.070
C2 3.196 -3.000 -0.478  -0.044
C3 0.510 -3.106 -2.105  -0.117
C4 0.018 1.618 1.936  0.014
C5 0.450 -1.360 -0.170  -0.060
C6 0.734 -0.813 -3.871  -0.005
H4 0.173 -4.630 -0.653  0.110
H5 1.598 -4.983 -1.490  0.127
H6 0.159 -2.866 1.269  0.138
C7 1.060 -2.360 0.732  -0.115
H7 -0.340 4.785 1.458  0.071
C8 0.155 0.056 0.215  -0.014
C9 -1.529 -0.842 2.634  -0.504
H8 3.574 -2.360 0.372  0.098
H9 -0.489 -3.338 -2.491  0.122
H10 0.838 3.115 -0.955  0.125
H11 0.884 4.013 2.516  0.052
H12 2.015 -4.197 0.799  0.124
O1 -0.264 -0.676 2.429  0.089
H13 -2.053 -0.323 -1.682  0.113
H14 3.084 -2.450 -1.415  0.075
H15 -0.243 1.766 3.019  0.158
H16 -2.288 -2.550 1.596  0.096
C10 0.498 4.093 1.538  -0.035
C11 -0.056 0.368 1.552  -0.241
H17 1.754 -0.854 -3.623  0.066
C12 1.023 -4.116 -1.102  -0.189
H18 1.247 -3.283 -2.849  0.090
C13 0.411 1.066 -0.747  -0.152
H19 1.775 -1.919 1.412  0.119
C14 0.427 2.387 -0.278  0.025
O2 -2.271 0.091 3.053  0.076
O3 0.507 0.770 -2.085  0.028
C15 0.026 -0.526 -2.516  -0.513
C16 -1.472 -0.439 -2.682  -0.029
C17 0.187 2.667 1.023  -0.223
C18 -2.133 -2.196 2.613  0.022
H20 1.216 4.689 0.865  0.101
H21 0.623 -0.038 -4.648  0.096
H22 -3.029 -2.228 3.149  0.066
H23 -1.423 -2.825 3.192  0.108
C19 0.344 -1.624 -1.566  -0.059
H24 -2.102 -1.301 -3.115  0.111

- Energy relative to the best compared isomer or geometry (same formula, charge and spin): 1.626 eV
- Spin multiplicity: 1
- Total charge: 0
- Energy: -26232.764 eV
- HOMO level: -7.78 eV
- Structure (SMILES): CC(=O)Oc1cc(C)cc2c1C1=C(CC[C@@H](C)C1)C(C)(C)O2

---

C19H24O3Si | ωB97M-V/def2-TZVPD

Each line ends with the Löwdin charge.
Geometry (Å):
H1 4.777 -1.080 -5.178  0.123
H2 -1.131 -0.873 2.570  0.128
H3 -5.527 0.509 5.132  0.029
C1 -1.335 0.960 1.476  -0.282
C2 -5.799 3.755 3.014  -0.192
H4 4.896 -3.458 -2.924  0.182
H5 3.636 0.305 -3.312  0.155
H6 2.927 -3.506 -1.304  0.154
C3 -2.455 1.345 2.285  -0.009
C4 -6.485 0.891 2.453  -0.183
C5 0.075 1.071 -0.479  0.001
C6 -0.943 1.569 0.328  -0.013
H7 6.124 -0.622 -3.124  0.104
H8 5.565 -2.771 -5.184  0.109
H9 -5.589 4.031 1.955  0.039
H10 -6.888 3.914 3.001  0.038
H11 2.034 -3.019 -2.808  0.109
C7 4.143 -1.071 -1.086  -0.063
H12 -5.469 4.538 3.633  0.003
H13 -6.688 1.308 1.466  0.023
O1 1.528 -2.018 -1.200  -0.018
C8 4.700 -2.333 -3.193  -0.221
O2 1.887 0.092 -2.233  0.010
H14 -7.367 0.658 3.098  0.049
H15 -1.378 2.487 0.049  0.107
H16 0.282 1.467 -1.487  0.132
O3 3.075 -0.414 -0.304  0.024
Si1 -5.207 2.007 3.312  0.416
C9 5.188 -1.929 -4.563  -0.125
H17 4.687 -1.888 -0.585  0.145
C10 0.742 -0.050 -0.104  -0.093
H18 0.799 -1.582 1.301  0.107
C11 5.994 -1.675 -3.358  -0.176
H19 -6.227 2.081 5.598  0.044
H20 -4.439 1.711 5.606  0.019
H21 6.969 -2.233 -3.267  0.128
C12 3.551 -1.641 -2.389  -0.368
C13 1.890 -0.579 -1.025  -0.462
C14 -0.743 -0.203 1.804  -0.028
C15 2.898 -0.503 -3.110  -0.064
H22 -5.985 -0.057 2.297  0.015
C16 -5.379 1.589 5.092  -0.210
C17 0.324 -0.680 1.051  0.011
C18 2.506 -2.696 -1.953  -0.115
H23 2.475 -0.876 -3.983  0.118
C19 -3.466 1.694 2.946  -0.034
H24 4.826 -0.226 -1.312  0.135

- Energy relative to the best compared isomer or geometry (same formula, charge and spin): 1.074 eV
- Spin multiplicity: 1
- Total charge: 0
- Energy: -34109.072 eV
- HOMO level: -8.74 eV
- Structure (SMILES): C[Si](C)(C)C#Cc1ccc([C@]23OC[C@](C4CC4)(CO2)CO3)cc1

---

C19H25B2Br10NO19 | ωB97M-V/def2-TZVPD

Each line ends with the Löwdin charge.
Geometry (Å):
H1 -7.670 -1.825 2.299  0.062
O1 4.212 -1.138 -7.036  0.081
H2 11.018 -0.506 0.725  0.048
O2 2.119 1.627 -7.424  0.231
O3 2.170 -6.469 -2.258  0.002
H3 -9.606 -1.152 3.411  0.055
B1 2.216 1.165 -8.789  -0.902
O4 3.104 2.061 -9.555  0.247
O5 -9.102 -2.774 -3.091  0.212
Br1 4.243 -2.846 9.672  0.595
H4 6.579 -3.018 8.717  0.057
O6 0.815 -4.971 -1.598  -0.071
C1 3.019 0.936 -6.672  -0.345
O7 2.723 -5.086 -0.628  0.031
H5 5.587 -2.033 7.596  0.058
C2 5.392 -4.182 7.446  -0.692
H6 0.426 -0.792 1.375  0.154
O8 3.309 1.142 -5.501  0.117
C3 -7.562 -1.360 3.278  -0.647
C4 9.067 -1.592 0.745  -0.656
C5 -0.969 4.183 9.025  -0.717
H7 1.740 8.630 -0.956  0.044
O9 0.068 2.419 -11.251  0.098
H8 -1.001 2.142 9.107  0.061
Br2 0.359 6.629 -1.017  0.572
C6 -8.794 -5.052 -3.484  -0.313
H9 1.827 -0.331 0.707  0.158
H10 0.296 10.222 0.225  0.072
H11 -0.913 8.832 0.392  0.051
N1 0.831 -0.377 0.548  0.354
C7 10.596 -1.500 0.873  -0.616
C8 3.488 -0.212 -7.510  -0.352
C9 1.893 -5.548 -1.561  -1.027
Br3 11.095 -2.129 2.740  0.511
Br4 -8.685 0.565 5.092  0.507
O10 -6.667 -0.662 -6.258  0.095
O11 -10.482 -4.247 -1.941  0.121
H12 3.363 -5.767 -0.848  0.076
Br5 1.032 8.312 1.812  0.585
Br6 -5.947 -0.198 3.299  0.524
O12 0.943 1.146 -9.543  0.228
H13 -0.278 5.005 8.838  0.036
H14 0.201 8.972 -1.877  0.067
C10 5.595 -2.894 8.265  -0.696
H15 0.379 0.487 0.285  0.161
C11 -0.195 2.862 8.965  -0.618
C12 2.420 2.686 -10.441  -0.384
C13 -9.582 -3.993 -2.719  -0.355
C14 -8.807 -0.413 3.343  -0.622
O13 -7.950 -2.195 -5.189  0.222
O14 -5.120 -0.830 -3.635  0.078
Br7 -1.710 4.612 10.795  0.585
H16 8.830 -2.586 1.125  0.039
O15 2.878 -0.144 -8.670  0.242
C15 -6.953 -1.358 -5.279  -0.359
H17 0.576 2.805 9.733  0.051
Br8 8.283 -0.293 2.009  0.551
B2 -7.902 -2.937 -3.910  -0.837
C16 0.126 9.148 0.297  -0.699
C17 -6.176 -1.436 -3.877  -0.414
H18 6.226 -4.391 6.777  0.060
H19 8.581 -1.509 -0.227  0.067
O16 -6.720 -2.336 -3.191  0.238
H20 5.291 -4.958 8.205  0.039
C18 0.652 8.577 -0.967  -0.691
C19 1.000 2.094 -10.497  -0.328
O17 -7.774 -4.400 -4.182  0.196
H21 11.151 -2.115 0.164  0.056
Br9 0.774 2.755 7.185  0.545
Br10 3.732 -4.055 6.396  0.578
H22 -8.892 0.253 2.484  0.065
H23 -7.423 -2.147 4.019  0.056
O18 -9.088 -6.242 -3.427  0.118
H24 -1.765 4.242 8.283  0.057
H25 0.660 -1.139 -0.093  0.163
O19 2.848 3.629 -11.154  0.067

- Energy relative to the best compared isomer or geometry (same formula, charge and spin): 5.759 eV
- Spin multiplicity: 1
- Total charge: -2
- Energy: -762289.258 eV
- HOMO level: -3.17 eV